Entry 1:
Below is a 7-piece molecular cluster, C24H44Cl14N2O2 overall at a distorted geometry, with properties calculated with wB97M-V/def2-TZVPD.

Element x y z (Å)
C: 2.3581 -0.3877 4.9079
C: 0.9745 -0.4469 4.1144
C: 1.2605 -0.7349 2.5941
C: 1.8682 -2.1188 2.3006
C: 0.9022 -3.0878 2.9091
C: 0.5130 -2.8598 4.3567
N: 0.0125 -1.4848 4.5667
O: -0.4165 -1.2092 5.8152
C: -0.6489 -3.7902 4.6747
C: 1.6952 -3.3552 5.1947
C: 0.4031 1.0087 4.1524
H: 2.7761 0.5775 4.6115
H: 3.0468 -1.2050 4.7248
H: 2.1865 -0.1324 5.9554
H: 0.2271 -0.7427 2.2265
H: 1.6704 0.1505 2.1099
H: 2.8389 -2.0926 2.7984
H: 1.8988 -2.3491 1.2365
H: 1.2533 -4.1173 2.7768
H: 0.1024 -3.2014 2.1680
H: -0.9310 -4.0081 5.7052
H: -1.6127 -3.4177 4.3100
H: -0.6403 -4.7471 4.1476
H: 2.6165 -3.3829 4.6110
H: 1.7933 -2.8959 6.1760
H: 1.5786 -4.4315 5.3404
H: -0.6864 0.9585 4.1715
H: 0.6664 1.5603 3.2491
H: 0.7302 1.6369 4.9799
C: -2.5240 2.8972 0.6888
C: -1.9385 1.4639 0.6144
C: -2.9568 0.6112 -0.1691
C: -2.9102 0.5971 -1.6951
C: -1.5085 0.3340 -2.1301
C: -0.4353 1.2842 -1.4749
N: -0.6231 1.3473 -0.0240
O: 0.2488 2.1466 0.5952
C: 0.9545 0.7486 -1.8243
C: -0.5323 2.6870 -2.1661
C: -1.9153 0.8423 2.0488
H: -2.6746 3.2701 -0.3261
H: -1.9474 3.6096 1.2746
H: -3.5443 2.8264 1.0671
H: -2.9308 -0.4287 0.1676
H: -3.9918 0.8753 0.0623
H: -3.1922 1.5100 -2.2222
H: -3.4695 -0.2825 -2.0174
H: -1.4580 0.4324 -3.2160
H: -1.2588 -0.7076 -1.9086
H: 1.7322 1.4173 -1.4410
H: 1.2241 -0.0978 -1.1852
H: 1.2953 0.4995 -2.8269
H: -1.5135 3.1669 -2.1489
H: 0.0870 3.4549 -1.6938
H: -0.2111 2.7876 -3.2066
H: -1.4288 1.5196 2.7521
H: -1.2162 0.0057 2.0581
H: -2.9612 0.6673 2.2875
Cl: 0.4131 -2.9610 -0.7581
C: 0.0274 -3.8599 -2.2543
C: -1.4905 -4.1090 -2.5607
Cl: -1.6882 -5.1129 -4.0141
H: 0.5482 -4.8128 -2.2901
H: 0.3255 -3.1684 -3.0394
H: -1.9235 -3.1241 -2.7308
H: -2.0973 -4.6509 -1.8396
C: 1.5806 1.9049 -6.9017
Cl: 1.4665 2.0779 -5.1432
Cl: 2.8814 2.9941 -7.4667
Cl: 0.0943 2.2607 -7.7465
H: 1.7960 0.8713 -7.1530
C: -2.8183 -1.6774 -6.3255
Cl: -3.9918 -1.8382 -5.0320
Cl: -2.7022 -3.1070 -7.4197
Cl: -1.2515 -1.2891 -5.6153
H: -3.0401 -0.8054 -6.9320
C: 1.2244 5.8761 -3.4371
Cl: 2.2107 5.7273 -4.8686
Cl: -0.4542 6.1502 -3.7886
Cl: 1.9771 7.0198 -2.2686
H: 1.3920 4.8875 -3.0184
C: 3.6246 2.2778 0.7527
Cl: 4.4151 1.2022 -0.3478
Cl: 3.6716 3.9533 0.1915
Cl: 4.3953 2.1430 2.3667
H: 2.5777 1.9911 0.8155

Forces on atoms 1 to 2 (eV/Å):
-1.457 1.076 -0.293
2.041 1.255 -1.038

Properties
HOMO-LUMO gap (alpha / beta): 9.03 / 9.22 eV
HOMO level (alpha / beta): -8.85 / -9.58 eV
Spin multiplicity: 3

Entry 2:
Below is an isolated ion of composition C6H8FO3 and charge -1 at a distorted geometry, with properties calculated with wB97M-V/def2-TZVPD.

Element x y z (Å)
C: 0.0510 2.0677 0.6435
C: 0.4519 0.8142 0.6277
C: -0.4143 -0.2428 0.2827
C: 0.0201 -0.8084 -1.1365
O: -1.7575 0.2647 0.2868
C: -0.0171 -1.4839 1.2456
F: -0.1180 -1.2075 2.5511
C: -1.0667 -2.6173 0.8044
O: -2.1889 -2.0777 0.8425
O: -0.6874 -3.7496 0.4969
H: 0.8032 2.7341 0.9785
H: -0.9646 2.2887 0.3940
H: 1.4153 0.4055 0.9121
H: -0.6394 -1.7554 -1.1749
H: 1.0426 -1.2191 -1.3228
H: -0.4683 -0.0478 -1.7970
H: -2.2651 -0.5801 0.5732
H: 1.0236 -1.6888 0.9370

Forces on atoms 1 to 2 (eV/Å):
1.090 -0.307 0.356
0.977 0.914 0.469

Properties
SMILES: C=C[C@](C)(O)[C@@H](F)C(=O)[O-]
Relative energy (zero: lowest compared OMol25 entry of this formula, charge and spin): 15.0 kJ/mol
HOMO-LUMO gap: 8.51 eV
HOMO level: -4.68 eV
Charge: -1

Entry 3:
Below is a 3-piece molecular cluster, C5H17N2O3 overall at a distorted geometry, with properties calculated with wB97M-V/def2-TZVPD.

Element x y z (Å)
C: 0.4140 2.0488 0.0515
O: 1.6472 1.8105 0.6677
C: -0.4944 0.8818 0.4570
C: 0.0578 -0.3273 -0.3607
C: -0.4513 -0.3508 -1.6859
C: -0.0559 -1.2044 -2.6791
N: -0.5981 -1.2849 -3.9128
N: -0.6105 0.6738 2.0497
H: 0.0020 2.9568 0.6410
H: 0.4187 2.1570 -1.0725
H: 2.2521 1.0048 0.3088
H: -1.4290 1.1516 -0.0103
H: 0.1086 -1.1557 0.2203
H: 1.1305 -0.2914 -0.3749
H: -1.1460 0.2862 -1.9915
H: 0.8269 -1.8749 -2.5919
H: -1.4361 -0.6510 -4.1647
H: -0.1695 -1.5084 -4.6438
H: -0.3436 1.6170 2.5216
H: -0.0974 -0.2386 2.1463
H: -1.6500 0.4654 2.2615
H: -3.4545 -1.6372 1.5352
H: -2.3834 -0.9992 0.7054
O: -2.9331 -0.8184 1.5224
H: 2.9868 -2.0583 2.4244
H: 2.5185 -0.7097 3.3043
O: 2.9739 -1.0577 2.4506

Forces on atoms 1 to 2 (eV/Å):
-0.557 0.381 2.100
3.069 -1.810 -0.702

Properties
Relative energy (zero: lowest compared OMol25 entry of this formula, charge and spin): 433.3 kJ/mol
HOMO-LUMO gap: 8.04 eV
HOMO level: -11.18 eV
Charge: +1

Entry 4:
Below is a single C3H4N2O3S molecule at a distorted geometry, with properties calculated with wB97M-V/def2-TZVPD.

Element x y z (Å)
C: 0.6547 1.0003 -0.4466
C: 1.2895 1.0426 0.7093
C: -0.9421 -0.4100 0.7857
N: -0.5099 0.2046 -0.5643
N: -0.7468 -0.5847 -1.6940
O: -0.0919 -0.3021 -2.6648
O: -1.6495 -1.3513 -1.5969
O: 1.2580 -1.0467 2.2021
S: 0.3679 0.0849 2.0075
H: 1.0039 1.4617 -1.4486
H: 2.1579 1.5561 0.8842
H: -1.9651 -0.1215 1.1804
H: -0.8268 -1.5339 0.6460

Forces on atoms 1 to 2 (eV/Å):
0.601 -0.057 -3.013
-3.644 -1.140 0.222

Properties
Relative energy (zero: lowest compared OMol25 entry of this formula, charge and spin): 523.6 kJ/mol
HOMO-LUMO gap: 9.71 eV
HOMO level: -9.78 eV